1.
Molecular formula: C39H73N5O18
Method: DFT, ωB97M-V/def2-TZVPD

The LUMO energy comes out at -0.052 eV. Its HOMO-LUMO gap is 9.25 eV. As for the SMILES: C[N+](=O)[O-].C[N+](=O)[O-].C[N+](=O)[O-].C[N+](=O)[O-].C[N+](=O)[O-].c1ccccc1.c1ccccc1.c1ccccc1.COCCOC.COCCOC.COCCOC.COCCOC.

The geometry in XYZ format:
```
135
C39H73N5O18, DFT ωB97M-V/def2-TZVPD
C 0.449 0.063 7.757
N 1.294 -0.326 6.591
O 2.490 -0.255 6.698
O 0.705 -0.702 5.599
H -0.330 -0.671 7.900
H -0.052 0.979 7.435
H 1.124 0.315 8.563
C 3.862 0.099 -0.423
N 4.224 -0.454 -1.755
O 4.656 -1.583 -1.820
O 4.057 0.278 -2.703
H 3.220 -0.556 0.157
H 3.217 0.923 -0.711
H 4.772 0.471 0.027
C 4.352 6.673 0.993
N 4.180 5.210 1.204
O 4.550 4.484 0.308
O 3.699 4.836 2.241
H 4.235 6.832 -0.072
H 5.301 6.943 1.437
H 3.514 7.169 1.480
C -2.242 2.694 0.537
N -1.944 3.792 1.496
O -2.237 4.916 1.134
O -1.452 3.507 2.565
H -1.806 2.922 -0.429
H -3.326 2.633 0.476
H -1.840 1.762 0.912
C 1.528 -2.894 -3.127
N 1.569 -3.069 -4.605
O 1.155 -4.093 -5.081
O 2.016 -2.142 -5.239
H 0.736 -3.561 -2.812
H 1.362 -1.852 -2.895
H 2.460 -3.244 -2.688
C -3.044 -0.716 2.228
C -2.642 -0.572 3.557
C -3.410 -1.179 4.541
C -4.644 -1.739 4.248
C -5.101 -1.744 2.931
C -4.281 -1.268 1.928
H -2.390 -0.380 1.432
H -1.684 -0.133 3.804
H -2.997 -1.280 5.540
H -5.214 -2.222 5.031
H -6.052 -2.232 2.759
H -4.627 -1.336 0.904
C 0.259 -0.962 1.022
C 0.692 -0.564 2.290
C 1.213 0.720 2.449
C 1.142 1.658 1.427
C 0.653 1.261 0.187
C 0.299 -0.067 -0.034
H -0.102 -1.974 0.871
H 0.799 -1.267 3.103
H 1.550 0.949 3.455
H 1.526 2.651 1.606
H 0.631 1.964 -0.641
H -0.039 -0.366 -1.022
C 2.040 -4.387 2.655
C 2.180 -5.279 1.598
C 3.066 -4.953 0.574
C 3.873 -3.822 0.645
C 3.760 -2.968 1.733
C 2.822 -3.248 2.720
H 1.414 -4.661 3.498
H 1.603 -6.193 1.562
H 3.199 -5.627 -0.267
H 4.562 -3.696 -0.181
H 4.402 -2.100 1.805
H 2.716 -2.527 3.522
C -2.216 -4.446 1.577
O -3.180 -5.094 0.795
C -3.514 -6.329 1.354
C -4.717 -6.931 0.654
O -4.445 -7.534 -0.579
C -4.040 -6.721 -1.665
H -1.278 -5.002 1.718
H -2.577 -4.370 2.615
H -2.049 -3.461 1.157
H -3.842 -6.225 2.409
H -2.697 -7.065 1.401
H -5.397 -6.073 0.500
H -5.251 -7.674 1.237
H -4.779 -5.934 -1.846
H -3.922 -7.465 -2.451
H -3.054 -6.260 -1.540
C 0.366 10.198 3.980
O 0.032 9.267 2.996
C 0.136 7.947 3.457
C -0.066 7.008 2.318
O 1.126 6.974 1.577
C 1.030 6.128 0.453
H 0.451 11.196 3.553
H 1.367 9.998 4.389
H -0.397 10.194 4.765
H -0.638 7.771 4.220
H 1.113 7.750 3.919
H -0.954 7.295 1.739
H -0.301 5.997 2.674
H 0.159 6.421 -0.139
H 0.948 5.099 0.826
H 1.923 6.202 -0.162
C 2.576 2.956 -8.334
O 2.672 2.797 -6.949
C 2.681 1.464 -6.523
C 2.254 1.360 -5.086
O 0.935 1.861 -4.945
C 0.589 2.073 -3.606
H 3.533 2.719 -8.825
H 2.421 4.012 -8.567
H 1.742 2.385 -8.751
H 3.725 1.110 -6.577
H 2.117 0.750 -7.137
H 2.973 1.888 -4.450
H 2.233 0.303 -4.796
H -0.476 2.309 -3.555
H 1.132 2.918 -3.161
H 0.736 1.149 -3.024
C -2.942 -1.366 -1.818
O -1.852 -2.249 -1.836
C -2.149 -3.479 -2.484
C -2.601 -3.322 -3.914
O -1.539 -2.847 -4.696
C -1.852 -2.801 -6.062
H -3.842 -1.791 -1.358
H -3.137 -0.954 -2.808
H -2.650 -0.541 -1.161
H -2.906 -4.054 -1.942
H -1.205 -4.016 -2.544
H -3.514 -2.722 -4.034
H -2.919 -4.309 -4.296
H -2.721 -2.165 -6.276
H -2.031 -3.803 -6.466
H -0.995 -2.341 -6.550
```

2.
Molecular formula: C39H75BINO12
Method: DFT, ωB97M-V/def2-TZVPD

The LUMO energy comes out at 0.392 eV. Its HOMO-LUMO gap is 9.08 eV. As for the SMILES: CC[C@H](I)[C@H]1NC(=O)[C@@](COC)(B(C)O)[C@@]1(CC=O)OC[C@@H](C)O.C1CCOC1.C1CCOC1.C1CCOC1.C1CCOC1.C1CCOC1.C1CCOC1.

The geometry in XYZ format:
```
129
C39H75BINO12, DFT ωB97M-V/def2-TZVPD
C -1.983 -4.112 6.870
C -1.489 -2.865 6.124
C -0.570 -3.188 4.931
I 1.338 -3.765 5.749
C -0.525 -1.964 4.015
N 0.713 -1.209 4.046
C 0.464 -0.195 3.056
O 0.754 0.924 3.142
C -0.254 -0.944 1.879
C -0.993 0.169 1.101
O -0.029 0.867 0.325
C -0.353 2.234 0.162
B 0.964 -1.324 0.899
C 2.493 -1.022 1.148
O 0.614 -1.943 -0.294
C -1.071 -2.101 2.531
C -2.556 -1.702 2.518
C -3.514 -2.646 3.203
O -3.239 -3.669 3.725
O -0.711 -3.396 2.138
C -1.256 -3.856 0.902
C -2.195 -5.056 1.063
C -3.509 -4.765 0.336
O -1.563 -6.167 0.394
H -1.306 -4.954 6.812
H -2.150 -3.819 7.902
H -2.963 -4.370 6.486
H -0.916 -2.226 6.790
H -2.359 -2.323 5.773
H -0.984 -4.067 4.463
H -1.219 -1.233 4.431
H 1.540 -1.726 3.757
H -1.744 -0.224 0.411
H -1.469 0.816 1.831
H -0.377 2.494 -0.899
H 0.395 2.875 0.614
H -1.340 2.467 0.543
H 3.099 -1.417 0.339
H 2.619 0.061 1.123
H 2.899 -1.412 2.079
H 0.756 -1.312 -1.018
H -2.890 -1.652 1.484
H -2.706 -0.733 2.977
H -4.582 -2.343 3.167
H -0.424 -4.217 0.307
H -1.720 -3.076 0.306
H -2.323 -5.347 2.100
H -3.864 -3.761 0.539
H -3.279 -4.780 -0.728
H -4.277 -5.517 0.500
H -2.279 -6.756 0.129
C 2.536 6.651 2.457
C 2.850 5.178 2.682
C 1.463 4.587 2.869
O 0.564 5.389 2.086
C 1.244 6.574 1.658
H 3.324 7.194 1.937
H 2.356 7.145 3.415
H 3.317 4.758 1.788
H 3.509 4.994 3.530
H 1.142 4.648 3.915
H 1.399 3.547 2.548
H 1.448 6.481 0.585
H 0.598 7.439 1.816
C 2.653 5.207 -3.125
C 3.910 6.037 -2.892
C 3.988 6.061 -1.373
O 3.415 4.832 -0.915
C 2.745 4.186 -2.003
H 2.605 4.750 -4.112
H 1.767 5.827 -2.995
H 4.781 5.522 -3.305
H 3.867 7.034 -3.329
H 3.400 6.888 -0.958
H 5.011 6.142 -1.002
H 3.343 3.317 -2.302
H 1.768 3.834 -1.670
C -0.710 -3.663 -4.890
C 0.752 -4.070 -5.022
C 1.469 -2.794 -4.612
O 0.618 -2.134 -3.666
C -0.671 -2.756 -3.669
H -1.392 -4.504 -4.770
H -1.020 -3.095 -5.771
H 0.980 -4.872 -4.315
H 1.028 -4.407 -6.020
H 1.611 -2.126 -5.467
H 2.441 -2.985 -4.157
H -0.775 -3.331 -2.742
H -1.444 -1.986 -3.688
C -7.149 -0.985 6.516
C -6.477 -2.116 7.287
C -5.176 -2.283 6.518
O -4.840 -0.992 5.994
C -5.959 -0.112 6.143
H -7.903 -0.449 7.091
H -7.623 -1.379 5.614
H -6.270 -1.797 8.311
H -7.065 -3.032 7.328
H -5.297 -2.971 5.673
H -4.359 -2.644 7.143
H -5.727 0.604 6.938
H -6.113 0.440 5.215
C -1.164 4.527 -6.222
C -2.221 4.735 -5.145
C -1.366 5.071 -3.933
O -0.196 5.731 -4.429
C -0.131 5.580 -5.850
H -1.541 4.644 -7.237
H -0.732 3.528 -6.131
H -2.856 5.585 -5.404
H -2.862 3.869 -4.984
H -1.049 4.164 -3.405
H -1.875 5.724 -3.224
H -0.367 6.547 -6.307
H 0.883 5.298 -6.139
C 6.406 -2.058 -6.313
C 6.714 -3.531 -6.079
C 5.330 -4.096 -5.795
O 4.403 -3.300 -6.542
C 5.068 -2.133 -7.034
H 7.168 -1.535 -6.889
H 6.289 -1.545 -5.356
H 7.122 -3.976 -6.989
H 7.419 -3.710 -5.268
H 5.077 -4.011 -4.733
H 5.231 -5.140 -6.092
H 5.206 -2.248 -8.115
H 4.442 -1.257 -6.856
```

3.
Molecular formula: C39H76CdNO18Zn
Method: DFT, ωB97M-V/def2-TZVPD

As for the net charge: -1. The LUMO energy comes out at 0.779 eV. Its HOMO-LUMO gap is 4.82 eV.

The geometry in XYZ format:
```
136
C39H76CdNO18Zn, DFT ωB97M-V/def2-TZVPD
Zn -2.985 -0.948 -1.430
Cd 4.639 -0.548 0.229
C -6.216 -0.181 1.754
C -6.713 0.268 0.352
C -7.931 1.189 0.531
C -7.577 2.586 1.039
C -6.556 3.233 0.114
C -5.338 2.328 -0.200
N -5.762 0.967 -0.511
O -4.659 0.186 -0.888
C -4.337 2.441 0.976
C -4.715 2.990 -1.430
C -7.246 -0.940 -0.434
H -6.886 -0.892 2.244
H -6.050 0.641 2.449
H -5.265 -0.711 1.666
H -8.651 0.802 1.261
H -8.538 1.243 -0.376
H -7.160 2.482 2.045
H -8.450 3.235 1.129
H -6.266 4.144 0.646
H -7.106 3.578 -0.765
H -4.834 2.383 1.945
H -3.823 3.407 1.021
H -3.493 1.753 0.887
H -5.325 2.768 -2.312
H -3.726 2.575 -1.628
H -4.730 4.080 -1.419
H -7.632 -0.615 -1.401
H -8.025 -1.495 0.096
H -6.489 -1.693 -0.665
C 6.183 3.095 1.686
C 6.108 4.335 1.075
C 5.572 4.486 -0.339
O 5.732 5.571 -0.945
C 5.087 3.415 -1.082
C 5.057 2.155 -0.489
C 5.686 1.974 0.991
O 5.764 0.767 1.404
O 4.477 1.141 -0.988
O 6.514 5.319 1.736
H 6.598 2.974 2.675
H 4.709 3.564 -2.082
C 1.112 -2.017 -1.423
C -0.178 -1.616 -1.150
C -0.499 -0.671 -0.003
O -1.687 -0.236 0.204
C 0.503 -0.181 0.794
C 1.844 -0.493 0.483
C 2.211 -1.492 -0.671
O 3.408 -1.688 -0.934
O 2.823 -0.047 1.128
O -1.131 -2.081 -1.867
H 1.354 -2.655 -2.259
H 0.305 0.531 1.582
C -1.901 1.053 -5.051
C -2.873 1.063 -3.861
O -2.242 0.500 -2.711
H -2.177 1.766 -5.830
H -1.894 0.067 -5.512
H -0.917 1.393 -4.721
H -3.739 0.475 -4.158
H -3.198 2.086 -3.675
H -1.392 0.947 -2.624
C 1.304 3.974 1.668
C 2.769 4.296 1.508
O 3.007 5.693 1.640
H 1.112 2.901 1.585
H 0.602 4.530 1.047
H 1.023 4.185 2.707
H 3.137 4.038 0.515
H 3.416 3.736 2.186
H 3.005 5.966 2.560
C -2.422 1.933 4.022
C -3.047 0.540 3.891
O -2.185 -0.299 3.162
H -1.593 1.954 4.736
H -3.097 2.734 4.331
H -1.935 2.249 3.096
H -3.963 0.705 3.313
H -3.221 0.052 4.850
H -2.165 0.039 2.255
C 6.290 -1.776 -2.902
C 6.572 -2.274 -1.494
O 6.648 -1.147 -0.621
H 7.017 -1.041 -3.247
H 5.288 -1.356 -3.008
H 6.257 -2.577 -3.647
H 7.524 -2.810 -1.526
H 5.751 -2.895 -1.140
H 7.454 -0.673 -0.849
C 3.451 -2.338 3.465
C 4.880 -2.109 2.954
O 4.897 -2.255 1.537
H 3.193 -3.386 3.286
H 2.712 -1.686 3.007
H 3.371 -2.168 4.541
H 5.563 -2.811 3.436
H 5.190 -1.118 3.285
H 4.829 -3.197 1.350
C 1.526 1.647 5.773
C 1.515 0.700 4.599
O 2.315 1.285 3.574
H 1.162 1.128 6.660
H 0.954 2.557 5.587
H 2.547 1.991 5.942
H 0.526 0.493 4.175
H 1.874 -0.294 4.887
H 2.369 0.739 2.773
C 3.827 -4.723 -2.687
C 3.411 -5.804 -3.621
O 4.539 -6.340 -4.313
H 2.956 -4.386 -2.125
H 4.202 -3.864 -3.251
H 4.629 -4.999 -2.002
H 2.658 -5.498 -4.352
H 2.987 -6.602 -2.998
H 4.255 -7.125 -4.787
C 0.900 -1.968 -6.447
C 1.096 -2.286 -4.983
O -0.025 -3.071 -4.547
H 1.828 -1.629 -6.911
H 0.204 -1.133 -6.533
H 0.525 -2.834 -6.991
H 1.048 -1.349 -4.421
H 2.040 -2.792 -4.769
H -0.196 -2.862 -3.619
C -2.405 -3.673 1.520
C -3.568 -2.785 1.082
O -3.510 -2.674 -0.352
H -2.301 -4.558 0.896
H -2.645 -3.940 2.555
H -1.489 -3.094 1.637
H -3.445 -1.832 1.592
H -4.517 -3.260 1.337
H -3.803 -3.525 -0.686
```

Number 1: molar mass 900.0 g mol⁻¹. Number 2: molar mass 887.7 g mol⁻¹. Number 3: molar mass 1024.8 g mol⁻¹.